Entry 1:
Formula: C4H11N2O
Source: the Open Molecules 2025 dataset
Level of theory: ωB97M-V with the def2-TZVPD basis set

Energy above the lowest of the compared OMol25 structures with the same formula, charge and spin   104.1 kcal/mol
E   -343.3983 Eh
HOMO energy   -12.84 eV

The geometry in ORCA input format:
```
! wB97M-V def2-TZVPD RIJCOSX def2/J DEFGRID3
* xyz 1 1
C -0.0905 -0.8424 -1.4151
C 1.0979 -0.3236 -1.0816
C -0.4076 -0.1579 1.8628
C 1.6005 0.8861 -1.6901
N -2.3160 1.1787 1.6908
N 0.1439 -1.2382 2.2703
O -1.7309 -0.1769 1.6956
H -0.8045 -0.3589 -2.1257
H -0.4423 -1.7419 -1.0310
H 1.5949 -0.8915 -0.2901
H 0.1480 0.7289 1.7587
H 2.6460 0.9000 -1.7813
H 1.4639 1.7313 -1.0070
H 1.0438 1.1604 -2.5458
H -2.5776 1.2207 2.6814
H -3.1613 0.9975 1.2049
H -0.3725 -2.0161 2.5164
H 1.1737 -1.3316 2.4858
*
```

=====

Entry 2:
Formula: C4H11N2O
Source: the Open Molecules 2025 dataset
Level of theory: ωB97M-V with the def2-TZVPD basis set

Energy above the lowest of the compared OMol25 structures with the same formula, charge and spin   27.9 kcal/mol
E   -343.5197 Eh
HOMO energy   -13.72 eV

The geometry in ORCA input format:
```
! wB97M-V def2-TZVPD RIJCOSX def2/J DEFGRID3
* xyz 1 1
C 1.4506 1.4003 0.6534
N 1.0338 0.1778 -0.0285
C 2.0526 -0.3462 -0.9617
C -0.2433 -0.1627 -0.2614
O -0.6189 -1.0155 -1.0503
C -1.3608 0.5088 0.5499
N -2.2890 -0.6238 0.8679
H 0.6947 1.7526 1.3095
H 2.3599 1.1973 1.2152
H 1.6929 2.1496 -0.0926
H 1.6135 -1.1275 -1.5705
H 2.3639 0.4548 -1.6170
H 2.8455 -0.7599 -0.3443
H -1.0748 0.9916 1.4744
H -1.9283 1.1440 -0.0845
H -2.0619 -1.1990 1.6853
H -2.2523 -1.3111 0.1072
H -3.2613 -0.3417 0.9837
*
```

=====

Entry 3:
Formula: C4H11N2O
Source: the Open Molecules 2025 dataset
Level of theory: ωB97M-V with the def2-TZVPD basis set

Energy above the lowest of the compared OMol25 structures with the same formula, charge and spin   70.3 kcal/mol
E   -343.4522 Eh
HOMO energy   -14.20 eV

The geometry in ORCA input format:
```
! wB97M-V def2-TZVPD RIJCOSX def2/J DEFGRID3
* xyz 1 1
C -0.8284 1.4941 -2.1009
O -1.0276 0.5984 -0.9272
C -0.0517 -0.1359 -0.5989
N 1.1622 -0.0725 -1.1226
C -0.2225 -0.9702 0.8756
C -0.4658 0.1407 1.9220
N 1.0751 -1.5649 0.9654
H -1.7171 2.1701 -2.0438
H 0.0792 2.0220 -1.9063
H -0.9823 0.9594 -3.0823
H 1.7640 -0.5098 -0.4157
H 1.5396 0.6404 -1.7874
H -1.1114 -1.7296 1.3159
H -0.7195 -0.2775 2.8799
H -1.3504 0.7540 1.7039
H 0.3345 0.7743 2.2473
H 1.2616 -2.2791 0.2642
H 1.2602 -2.0139 1.8110
*
```

=====

- Which of these has the lowest HOMO energy?
  number 3